*a*
Formula: C16H26BaF5N4S2
Source: OMol25
Level of theory: ωB97M-V/def2-TZVPD

* E_LUMO: 1.37 eV
* HOMO: -2.5 eV
* frontier orbital gap: 3.845 eV

```
! wB97M-V def2-TZVPD RIJCOSX def2/J DEFGRID3
* xyz -1 1
H -2.9155 3.0865 -4.6559
N -1.4495 -1.7225 1.2470
H -0.1079 1.8452 -5.2235
H -1.9117 4.2670 -2.1522
N -0.5826 1.9644 -2.4686
H 0.8772 3.0682 -4.4104
C -2.4923 2.3539 -3.9700
C -3.7726 -0.8432 1.3778
C 3.0545 -3.6914 2.8211
F 5.1559 -2.3200 0.1974
H -2.4458 1.3820 -4.4678
H -0.2354 4.5761 -2.6004
H -1.8255 0.8407 2.7875
H -3.0849 -2.5671 0.3168
H 3.3228 -0.0926 -0.7650
H -3.4159 1.8964 1.6151
F 6.9472 -3.8510 1.5089
H -3.1165 -2.7409 2.0957
H 0.1111 0.7476 0.6228
C -0.9204 -1.1260 2.4617
C -0.9160 0.4205 2.3517
S 2.2899 -1.8676 0.9449
C -2.8513 -2.0566 1.2584
C -1.1963 4.2288 -2.9690
H -0.0758 0.8142 2.9467
C 5.6670 -3.7942 1.9423
H -4.8025 -1.1989 1.4664
C -0.1330 2.8220 -4.7349
C 5.2937 -4.5322 3.0630
F 1.7773 -3.6847 3.2697
H -3.5296 -0.2396 2.2486
H -0.4717 3.5696 -5.4517
F 6.1994 -5.2917 3.7245
C 3.9696 -4.4749 3.4894
H 3.9336 1.2486 -1.4899
C 3.3937 -2.8949 1.6987
H -1.5298 4.8873 -3.7702
H -3.1377 2.2538 -3.0980
Ba -0.2659 -0.6161 -2.4628
S -3.7769 0.2770 -0.0733
C 4.7437 -3.0127 1.2834
C -3.0558 1.8137 0.5904
C -1.0727 2.7748 -3.4942
H -1.2528 2.8753 1.0042
H 0.1094 -1.4641 2.5805
F 3.5907 -5.1971 4.5689
N -0.8440 0.7770 0.9554
H -0.8983 -2.5386 1.0094
C -1.5395 1.9420 0.4760
N 3.1159 0.6542 -1.4225
H 2.3715 1.2071 -1.0087
H -1.4951 -1.4369 3.3489
H -3.5187 2.6106 0.0083
H -1.2842 2.0510 -0.5924
*
```

***

*b*
Formula: C16H26BaF5N4S2
Source: OMol25
Level of theory: ωB97M-V/def2-TZVPD

* E_LUMO: 1.92 eV
* HOMO: -2.0 eV
* frontier orbital gap: 3.971 eV

```
! wB97M-V def2-TZVPD RIJCOSX def2/J DEFGRID3
* xyz -1 1
F -2.5052 5.6134 -0.7402
H 2.5188 1.9775 0.5997
C 3.2108 0.8661 2.3070
C 1.6552 -2.2590 2.1368
H 2.4482 2.9296 2.0824
H 1.7408 -5.2995 -1.2480
N -0.3071 -0.8323 2.8680
H 0.1899 0.1138 4.7102
H -0.7317 1.8546 3.1373
H 2.4771 -4.2175 -0.0545
N -0.0710 1.0258 -2.6343
C 0.2791 -2.1808 2.8042
C -3.0673 4.6101 -1.4251
C 1.5468 -4.4594 -0.5736
H 0.0045 -4.4276 -2.8544
S -1.9526 2.8447 0.3918
H -0.5948 -2.7685 -2.6870
F -5.1712 4.3054 -4.3658
H -0.9924 -3.9824 -1.4569
N 0.8165 1.6639 1.7389
H 0.3805 -2.6242 3.8080
H 2.3976 -3.5812 -3.0192
F -3.9611 6.2412 -2.8827
N 0.6184 -2.1618 -0.4596
C -4.2810 2.6523 -2.9204
H 0.8075 -4.7718 0.1673
C 2.3151 1.9026 1.6755
H 0.8664 2.2353 3.7872
F -4.8691 1.6807 -3.6348
H -1.2320 -0.9171 3.2779
C 1.0351 -3.2373 -1.3446
H 1.8802 -3.3204 1.9828
C -0.2117 -3.6324 -2.1369
H -0.2765 1.8973 -2.1447
H -0.4200 -2.8143 2.2458
C 0.4788 0.1415 3.6484
Ba -0.7497 -0.2295 0.0818
H 0.8938 0.7936 -2.4119
C 0.3248 1.5547 3.1107
C 2.1191 -2.7786 -2.3292
C -3.5206 2.3439 -1.8087
H 3.4654 1.1672 3.3354
C -4.4372 3.9749 -3.2921
H -0.1202 1.2283 -3.6241
C -2.8835 3.2868 -1.0092
H 3.0123 -2.4610 -1.7881
S 1.8092 -1.4334 0.5202
H 2.4427 -1.8018 2.7342
H 1.7516 -1.9316 -2.9142
H 1.5382 -0.1038 3.5418
F -3.4004 1.0386 -1.4881
H 0.3948 2.4960 1.3329
C -3.8200 4.9536 -2.5328
H 4.1571 0.8340 1.7548
*
```

***

The most stable structure shown above is *b*; the least stable is *a*.